Record 1
Computed, not measured: a structure of composition C19H34Br2ClN3O3SSb, with ωB97M-V with the def2-TZVPD basis set.

XYZ file:
```
64
Properties=species:S:1:pos:R:3:mulliken_charge:R:1
C 3.98896 -0.34328 -2.10416 -0.84
H 4.59807 0.37946 -2.76211 0.21
H 1.73442 -2.67221 0.91806 0.36
Br 0.73473 0.41696 4.17216 -0.24
C 2.96775 1.04025 2.49994 -0.12
C -0.70028 0.40785 -1.49351 -1.14
H -0.21111 -1.48949 2.16715 0.31
Sb 0.45840 0.61608 0.42811 1.36
H -5.77211 -0.92153 1.15907 0.25
O -0.24110 -5.77738 -1.20006 -0.23
H -1.04893 -0.69480 -1.45698 0.38
H 3.57313 1.97940 0.45082 0.13
H -2.79497 3.27646 -2.15947 0.50
H 0.15915 -7.07450 -2.93217 0.33
H -6.54152 -1.00528 2.82507 0.32
H 4.72008 -0.69909 -1.29781 0.28
H -3.32825 -0.88772 0.99997 0.20
C 0.64932 -2.66182 0.54938 -0.85
C 2.08616 -0.36039 -0.68448 -1.28
H 2.77874 -0.93235 0.04356 0.24
C 0.47305 -5.50137 -0.00033 0.48
H -4.53561 1.00027 3.25411 0.32
C 0.51080 -6.71966 -1.91027 0.05
O -1.20689 1.43564 1.24488 -0.62
H 1.77991 2.98585 0.86350 0.66
H 0.58319 -2.83059 -0.58506 0.37
N 1.67799 -7.04565 -1.17635 -0.33
C 1.26047 2.80752 -2.84375 -1.16
H 4.87544 1.83072 1.70195 0.45
C -2.01059 2.82521 -1.44606 -0.97
H 0.18175 2.50733 -3.00808 0.13
C 1.05974 2.69623 0.01176 -1.10
H -1.74521 -0.05105 2.80313 0.02
H 3.58425 -1.19869 -2.74143 0.30
C -2.07500 0.74998 2.07817 -0.44
H -1.25984 -1.55352 0.63040 0.02
H 0.16718 3.40257 0.20549 0.64
H 4.27994 0.32907 0.86921 0.13
H 1.41529 3.77525 -3.44813 0.53
H 1.60508 -1.07669 -1.45791 0.38
C -5.92769 -0.33726 2.13991 -1.02
H 0.05303 0.39471 -2.36381 0.53
C 1.67268 3.13911 -1.34237 0.84
H -2.43879 3.03190 -0.39784 0.09
H 3.07429 4.16468 -2.20730 0.27
H -6.46289 0.62337 1.85643 0.26
Br 3.87412 1.08886 4.30141 -0.28
H -2.88517 0.80122 -1.21351 0.28
H -4.07716 -0.76911 3.43218 0.34
H -2.51985 1.55629 2.79189 0.23
O 2.94656 0.44420 -1.51112 -0.02
S -0.08213 -4.26055 1.26616 -0.16
H -3.95362 0.90634 0.73735 0.23
Cl -2.38615 1.09376 -3.54301 -0.25
C 3.92506 1.33568 1.30403 -0.76
C -3.45087 0.15582 1.42443 -0.07
C 1.59784 0.72411 2.37087 0.14
H 1.92921 2.02321 -3.31939 0.15
N 2.74023 3.93517 -1.25990 -0.87
C -0.19877 -1.40856 1.01623 -0.63
C -1.97499 1.27502 -1.70122 0.36
H -1.06661 3.41941 -1.61261 0.18
N 1.63826 -6.30451 -0.02783 -0.30
C -4.45813 0.00210 2.69128 -0.59
```

Calculated values
Orbital gap: 0.286 hartree
Net charge: -1
Highest occupied orbital energy: -5.393 eV
Lowest unoccupied orbital energy: 2.38 eV

Record 2
Computed, not measured: a cluster of 4 separate species, C3H14O3S2 in total, with ωB97M-V with the def2-TZVPD basis set.

XYZ file:
```
22
Properties=species:S:1:pos:R:3:mulliken_charge:R:1
O -0.00667 4.03167 -2.00542 -0.60
H 1.73697 -1.29901 -0.33628 0.44
C 1.34973 0.02333 -2.04245 -1.05
H 0.48213 3.59318 -1.28951 0.28
H 0.21207 -1.75571 3.54609 0.33
C 0.98905 -0.59631 -0.70165 -0.28
H 2.42679 -0.00822 -2.18884 0.32
H 0.06626 -1.16831 -0.80299 0.36
S 0.85034 0.76478 0.47010 0.22
H -1.07736 -7.08568 0.87725 0.33
H -0.24603 -2.05481 1.89615 0.30
H -2.08035 5.61854 -0.53239 0.34
H -0.88238 3.96394 -1.59747 0.31
O -0.19802 -6.79332 0.62655 -0.63
H 0.95037 -0.50824 -2.90835 0.32
O -2.03991 5.17365 0.31886 -0.65
H -2.90266 5.23374 0.76629 0.33
S 0.93968 0.05742 2.33577 0.16
H -1.18230 -1.02113 2.99487 0.36
H 1.11593 1.08181 -2.21279 0.25
H -0.32516 -5.97506 0.14378 0.30
C -0.17848 -1.27628 2.64244 -0.74
```

Calculated values
Orbital gap (alpha / beta): 0.361 / 0.214 hartree
Net charge: +1
2S+1: 2
Highest occupied orbital energy (alpha / beta): -13.838 / -13.838 eV
Lowest unoccupied orbital energy (alpha / beta): -4.02 / -8.00 eV

Record 3
Computed, not measured: a cluster of 2 separate species, C2H3N2O2 in total, with ωB97M-V with the def2-TZVPD basis set.

XYZ file:
```
9
Properties=species:S:1:pos:R:3:mulliken_charge:R:1
H -1.79226 -1.44230 0.98622 0.36
H -1.79467 -1.48169 -0.71410 0.30
N -1.05693 1.44509 0.08066 -0.12
C -1.08487 0.29111 0.04469 0.50
C 2.51500 -0.04662 -0.18364 0.62
N -1.40015 -0.96713 0.06160 -0.40
O 3.57228 -0.27771 0.10713 -0.24
H -0.38891 2.25890 0.09091 0.39
O 1.43051 0.22036 -0.47347 -0.41
```

Calculated values
Orbital gap: 0.453 hartree
Net charge: +1
Highest occupied orbital energy: -16.834 eV
Lowest unoccupied orbital energy: -4.50 eV

Record 4
Computed, not measured: the molecule C15H17NOS, with ωB97M-V with the def2-TZVPD basis set.

XYZ file:
```
35
Properties=species:S:1:pos:R:3:mulliken_charge:R:1
H -3.04370 0.35206 -0.50392 0.43
H 0.82199 -3.22631 2.17911 0.38
H -0.61421 -3.11654 0.19886 0.39
C -0.60554 0.23948 3.38721 -0.86
H 0.61914 -0.05504 5.13949 0.38
C -1.43060 -1.11008 -2.97911 0.77
H -2.30620 1.35397 1.68362 0.38
C 0.34221 -0.48908 4.17279 -0.56
H 1.50770 -2.28430 4.34969 0.36
C -1.90711 0.38813 1.33561 -1.03
H 2.70016 2.11075 0.38893 0.39
H 1.15945 0.47485 -0.59444 0.02
H 2.61662 0.71181 -1.55411 0.25
C 0.79745 -1.73559 3.73562 -0.43
C 2.00466 2.41440 -0.38456 -1.42
N -0.25534 -0.53882 -2.60083 -0.07
C 0.39465 -2.28684 2.52905 -0.90
H -0.07480 2.06473 -2.05407 0.27
C -0.99371 -0.29999 2.13966 1.20
C 0.82224 1.62776 -2.45095 -0.49
H -0.12303 -0.48348 -1.59679 0.04
H -0.97385 1.18381 3.79728 0.37
C -1.86510 -1.46447 -0.27510 -0.94
H 1.08057 2.75037 0.09037 0.32
H 1.33628 2.40428 -3.07729 0.36
C 0.49381 0.47905 -3.35252 -0.82
C 1.67121 1.20475 -1.23856 0.10
H -0.03802 0.88597 -4.21645 0.39
H 1.42402 0.04818 -3.71148 0.29
H 2.43720 3.20613 -0.99232 0.37
C -0.48571 -1.56121 1.72700 0.85
C -0.93936 -2.12683 0.52880 -0.19
S -2.37888 -2.12143 -1.85689 -0.17
O -1.86509 -0.80108 -4.06749 -0.62
C -2.32913 -0.19942 0.12381 0.18
```

Calculated values
Orbital gap: 0.310 hartree
Highest occupied orbital energy: -8.518 eV
Lowest unoccupied orbital energy: -0.09 eV
Structure (SMILES): CCCCNC(=O)Sc1ccc2ccccc2c1

Number 1: largest force on an atom 5.11 eV/A. Number 2: largest force on an atom 1.56 eV/A. Number 3: largest force on an atom 3.48 eV/A. Number 4: largest force on an atom 3.03 eV/A.